{"formula": "C35H80NO15Zn2", "method": "ωB97M-V/def2-TZVPD", "elements": ["Zn", "Zn", "C", "C", "C", "C", "C", "C", "N", "O", "C", "C", "C", "H", "H", "H", "H", "H", "H", "H", "H", "H", "H", "H", "H", "H", "H", "H", "H", "H", "H", "C", "C", "C", "O", "C", "C", "C", "O", "O", "O", "H", "H", "C", "C", "O", "H", "H", "H", "H", "H", "H", "C", "C", "O", "H", "H", "H", "H", "H", "H", "C", "C", "O", "H", "H", "H", "H", "H", "H", "C", "C", "O", "H", "H", "H", "H", "H", "H", "C", "C", "O", "H", "H", "H", "H", "H", "H", "C", "C", "O", "H", "H", "H", "H", "H", "H", "C", "C", "O", "H", "H", "H", "H", "H", "H", "C", "C", "O", "H", "H", "H", "H", "H", "H", "C", "C", "O", "H", "H", "H", "H", "H", "H", "C", "C", "O", "H", "H", "H", "H", "H", "H"], "positions_angstrom": [[1.904, 1.714, 1.653], [-2.090, -3.869, -2.217], [5.764, 5.101, 0.305], [4.760, 5.315, 1.489], [4.641, 6.882, 1.940], [3.838, 7.779, 0.947], [2.506, 7.136, 0.501], [2.622, 5.679, 0.038], [3.359, 4.872, 1.071], [3.061, 3.446, 1.198], [3.134, 5.485, -1.413], [1.088, 5.276, -0.058], [5.320, 4.577, 2.713], [5.956, 5.964, -0.332], [5.377, 4.353, -0.386], [6.766, 4.780, 0.588], [5.629, 7.341, 1.901], [4.240, 6.991, 2.948], [4.536, 8.007, 0.141], [3.662, 8.660, 1.563], [2.295, 7.752, -0.373], [1.720, 7.226, 1.251], [2.467, 6.001, -2.104], [3.084, 4.419, -1.634], [4.080, 5.924, -1.729], [0.518, 5.971, -0.675], [0.682, 5.328, 0.952], [1.041, 4.246, -0.413], [6.217, 5.068, 3.090], [5.545, 3.552, 2.418], [4.563, 4.659, 3.494], [-0.619, 0.085, -1.415], [-0.129, 0.472, -0.199], [-0.172, -0.445, 1.029], [0.507, -0.168, 2.100], [-0.771, -1.691, 1.040], [-1.259, -2.225, -0.231], [-1.114, -1.339, -1.564], [-1.476, -1.976, -2.559], [-1.624, -3.342, -0.411], [0.440, 1.633, -0.087], [-0.571, 0.787, -2.235], [-0.808, -2.343, 1.900], [0.805, -1.182, -4.858], [-0.603, -1.151, -5.498], [-1.375, -0.243, -4.761], [1.597, -1.623, -5.463], [0.764, -1.805, -3.964], [1.178, -0.209, -4.538], [-1.089, -2.126, -5.533], [-0.630, -0.737, -6.506], [-1.536, -0.506, -3.852], [2.405, -3.178, -0.354], [2.980, -2.688, -1.693], [2.537, -1.337, -1.567], [2.629, -4.238, -0.228], [1.318, -3.108, -0.334], [2.904, -2.578, 0.406], [2.508, -3.137, -2.566], [4.059, -2.826, -1.769], [1.979, -1.054, -2.295], [-2.479, 4.355, -1.336], [-3.315, 3.135, -1.037], [-4.699, 3.462, -1.476], [-2.545, 4.958, -2.241], [-1.457, 4.064, -1.092], [-2.717, 5.073, -0.552], [-3.364, 2.875, 0.021], [-3.002, 2.227, -1.553], [-4.979, 2.764, -2.073], [-4.289, -7.211, -0.788], [-3.492, -6.678, -1.971], [-2.634, -5.747, -1.443], [-4.671, -8.201, -1.039], [-5.139, -6.557, -0.591], [-3.630, -7.280, 0.077], [-4.176, -6.269, -2.715], [-2.992, -7.589, -2.298], [-2.068, -6.255, -0.857], [-5.334, -3.300, -0.297], [-4.705, -2.402, -1.369], [-4.040, -3.206, -2.387], [-4.593, -3.707, 0.390], [-5.819, -4.187, -0.704], [-6.086, -2.738, 0.257], [-3.995, -1.823, -0.779], [-5.508, -1.795, -1.786], [-4.736, -3.377, -3.026], [-1.206, -6.946, 2.083], [-0.226, -6.279, 1.092], [-0.646, -6.735, -0.173], [-2.252, -6.661, 1.972], [-0.843, -6.679, 3.075], [-1.286, -8.032, 2.024], [0.824, -6.489, 1.294], [-0.385, -5.200, 1.078], [-0.114, -6.254, -0.810], [0.685, 4.326, -3.988], [0.173, 2.889, -3.923], [-0.390, 2.408, -5.115], [1.282, 4.604, -3.120], [-0.196, 4.962, -4.075], [1.203, 4.429, -4.941], [-0.573, 2.852, -3.129], [0.953, 2.166, -3.685], [-0.851, 1.570, -5.043], [-3.339, -3.748, 2.932], [-2.124, -3.936, 3.878], [-2.581, -4.178, 5.222], [-3.855, -2.844, 3.254], [-3.991, -4.618, 3.009], [-3.056, -3.653, 1.883], [-1.603, -2.978, 3.894], [-1.461, -4.780, 3.689], [-3.087, -3.435, 5.560], [-1.037, 3.466, 4.117], [-0.788, 2.956, 2.737], [0.597, 3.046, 2.556], [-0.414, 2.863, 4.778], [-2.111, 3.475, 4.304], [-0.663, 4.466, 4.335], [-1.393, 3.372, 1.931], [-1.043, 1.900, 2.814], [0.839, 3.957, 2.736], [1.765, -3.485, 2.843], [1.884, -3.390, 4.357], [3.232, -3.506, 4.778], [2.404, -2.738, 2.373], [0.723, -3.514, 2.523], [2.161, -4.419, 2.445], [1.329, -4.245, 4.744], [1.354, -2.478, 4.629], [3.447, -4.437, 4.869]], "forces_ev_per_angstrom": [[-2.6, 0.7, -1.1], [-1.1, -0.3, 0.6], [-0.4, 0.1, -0.7], [0.8, 1.8, 0.5], [-0.4, -0.8, -1.8], [0.3, -1.4, 1.7], [2.2, 1.0, -0.3], [-2.2, 0.2, -0.7], [-0.2, -4.0, 0.3], [1.1, 4.3, -0.5], [0.2, 0.2, 0.0], [1.5, -0.9, 0.9], [-1.2, -0.1, -0.5], [-0.4, 0.4, 0.2], [0.0, -0.2, 0.2], [-0.3, -0.1, 0.6], [0.3, -0.6, 0.4], [0.0, -0.4, 0.0], [-0.5, 0.2, -0.3], [-0.2, 0.4, -0.6], [-0.9, -0.3, -0.1], [0.2, 0.1, 0.0], [-0.5, -0.1, 0.3], [0.3, 0.0, -0.2], [0.4, -0.3, 0.7], [0.4, -0.1, -0.1], [-0.2, -0.1, 0.0], [-0.4, 0.1, -0.1], [0.0, 0.0, -0.3], [0.0, -0.1, 0.4], [0.1, -0.5, 0.2], [-1.9, -4.0, -1.3], [1.3, 2.0, 0.6], [1.8, -0.8, 2.2], [0.4, 2.0, -2.0], [-2.0, -0.9, -3.2], [3.4, 6.4, 2.4], [1.0, 3.0, 3.2], [0.1, -0.1, -1.6], [-1.6, -4.8, -0.2], [0.2, -1.9, 1.3], [0.1, -0.2, -0.2], [0.2, 0.3, 0.0], [0.1, -0.7, -0.2], [1.0, 0.6, 0.4], [-1.2, 1.1, 0.1], [-0.2, 0.0, -0.3], [-0.1, -0.1, 0.2], [-0.4, 0.3, -0.3], [0.2, -0.3, 0.0], [0.4, -0.2, 0.0], [0.2, -0.5, -0.2], [1.0, -1.6, -1.0], [-1.9, 0.1, 1.1], [0.6, 1.4, -0.7], [0.2, -0.2, 0.4], [0.1, 0.4, 0.1], [-0.4, -0.2, 0.1], [0.1, -0.3, 0.0], [0.0, 0.4, 0.1], [0.2, -0.1, -0.3], [0.8, 0.3, 1.9], [-2.2, 0.5, -1.7], [1.2, -0.6, 0.6], [-0.2, -1.0, -0.4], [0.4, 0.2, -0.4], [-0.1, 0.2, 0.1], [0.2, 0.3, 0.2], [0.2, 0.0, -0.2], [-0.1, 0.1, 0.0], [-0.8, 0.0, -0.4], [-2.2, -2.6, 0.4], [0.9, 3.1, -1.6], [-0.1, 0.0, 0.2], [0.1, -0.1, 0.4], [-0.2, -0.1, 0.1], [0.4, 0.1, -0.2], [0.5, 0.5, -0.9], [1.5, -0.1, 1.2], [0.0, -0.5, -0.2], [-0.6, -0.9, 1.9], [-0.3, 0.5, 0.0], [0.1, 0.3, 0.0], [-0.3, 0.2, -0.3], [0.1, 0.0, 0.1], [0.3, 0.4, -0.9], [0.5, 0.2, -0.5], [0.2, -0.3, -0.4], [0.7, 0.2, 0.4], [-1.7, -0.3, 1.1], [0.3, -0.3, -1.4], [0.1, 0.7, -0.1], [-0.4, -0.2, 0.2], [0.8, -0.1, -0.2], [-0.1, -0.3, 0.0], [0.2, 0.2, 0.5], [0.3, -0.3, -0.4], [-0.8, -0.7, -1.2], [-0.1, -1.0, 0.7], [0.0, 1.5, -1.3], [-0.1, -0.2, -0.3], [0.1, 0.3, 0.2], [0.5, 0.2, 0.2], [-0.2, -0.1, 0.4], [0.6, 0.2, 0.6], [0.0, -0.3, 0.6], [0.8, -0.7, 0.4], [-1.4, 0.7, 0.9], [0.3, -0.4, -0.4], [-0.2, -0.1, -0.1], [-0.2, 0.1, 0.1], [0.2, 0.1, 0.0], [0.6, -0.1, -0.2], [-0.1, 0.3, -0.4], [0.0, 0.2, -0.1], [-0.3, 0.7, 0.5], [-1.3, -1.0, 0.9], [1.5, -0.3, -0.9], [-0.7, -0.4, 0.3], [0.2, -0.3, 0.5], [-0.1, 0.4, -0.5], [0.4, 0.4, -0.1], [0.2, -0.1, -0.5], [0.5, 0.1, -0.1], [0.6, -0.6, -0.2], [-0.4, -1.4, -1.0], [-0.2, 0.9, 0.1], [-0.6, 0.4, 0.0], [0.0, 0.6, 0.0], [0.2, -0.3, 0.3], [-0.3, 0.2, 0.4], [0.7, 0.2, 0.7], [0.0, 0.0, 0.0]], "lowdin_charge": [1.07, 0.97, -0.01, -0.41, -0.10, -0.16, -0.13, -0.43, 0.06, -0.16, -0.02, -0.03, -0.04, 0.08, 0.08, 0.09, 0.12, 0.11, 0.11, 0.12, 0.13, 0.12, 0.08, 0.09, 0.09, 0.10, 0.07, 0.06, 0.10, 0.08, 0.08, 0.06, -0.32, -0.29, -0.05, 0.05, -0.33, -0.21, -0.05, -0.02, -0.06, 0.10, 0.09, -0.05, -0.26, -0.10, 0.08, 0.04, 0.07, 0.11, 0.13, 0.04, -0.08, -0.26, -0.10, 0.08, 0.06, 0.07, 0.10, 0.12, 0.05, -0.09, -0.27, -0.09, 0.09, 0.04, 0.08, 0.10, 0.09, 0.07, -0.04, -0.28, -0.12, 0.09, 0.07, 0.08, 0.13, 0.13, 0.04, -0.05, -0.21, -0.10, 0.05, 0.08, 0.10, 0.11, 0.13, 0.13, -0.05, -0.26, -0.08, 0.07, 0.07, 0.09, 0.12, 0.09, 0.10, -0.05, -0.34, -0.07, 0.04, 0.08, 0.09, 0.08, 0.10, 0.04, -0.07, -0.29, -0.07, 0.08, 0.08, 0.03, 0.09, 0.08, 0.08, -0.06, -0.29, -0.14, 0.10, 0.10, 0.09, 0.12, 0.11, 0.10, -0.10, -0.31, -0.05, 0.06, 0.04, 0.07, 0.11, 0.11, 0.09], "gap_ev": [6.687, 6.713], "spin_multiplicity": 2, "e_lumo_ha": [-0.24102, -0.24007], "total_charge": 2}